No. 1
Below is a 15-piece molecular cluster, C60H125N15O28P4 overall at a distorted geometry, with properties calculated with ωB97M-V/def2-TZVPD.

The geometry in XYZ format:
```
232
Properties=species:S:1:pos:R:3:forces:R:3
C -6.97176 10.43345 21.89783 1.1 1.2 -0.5
C -7.04111 9.86041 20.48521 -0.6 0.7 0.6
O -6.85154 8.45647 20.71271 -0.6 0.0 0.6
C -7.14840 8.20261 22.01635 1.1 -2.3 2.0
O -7.13706 7.08896 22.54198 -0.4 2.7 -1.8
O -7.27189 9.35035 22.74366 -0.4 -1.1 -0.7
H -7.62839 11.28561 22.07326 -0.3 -0.3 0.0
H -5.96280 10.80236 22.08225 0.2 -0.2 0.4
H -6.27978 10.25725 19.81365 -0.1 -0.3 0.1
H -8.04696 10.09626 20.13772 0.0 -0.6 -0.6
C -4.08179 5.34371 23.76112 -0.8 0.5 -1.2
C -3.59689 6.55193 24.46780 -0.3 0.5 1.1
O -3.15730 5.98397 25.68472 1.1 -0.4 1.4
C -2.81269 4.68984 25.52142 1.3 -1.7 1.7
O -2.21474 4.00053 26.37982 -2.5 2.4 -3.7
O -3.25741 4.29820 24.25825 0.8 -0.2 1.2
H -3.94789 5.61531 22.71403 0.1 -1.2 -0.4
H -5.13402 5.10526 23.91623 0.0 0.0 0.1
H -4.35457 7.28215 24.75207 -0.1 0.0 -0.4
H -2.77369 7.03763 23.94383 0.2 0.0 0.1
C -7.79156 2.68741 22.88051 -1.3 -1.5 0.8
C -7.67927 1.15206 23.29245 -0.3 2.2 0.1
O -6.37536 0.88846 22.81204 0.8 -1.3 -0.3
C -5.63466 1.99162 22.59024 -1.2 0.0 -0.7
O -4.47223 1.98843 22.31327 -0.7 0.4 0.2
O -6.47841 3.06684 22.61280 2.0 0.4 0.0
H -8.22360 3.30444 23.66837 0.1 -0.1 -0.1
H -8.38417 2.78258 21.97064 0.0 0.1 0.0
H -8.50580 0.59142 22.85583 0.6 -0.3 -0.4
H -7.67715 0.93770 24.36117 -0.1 0.4 0.1
C -13.85075 2.28567 23.50175 -1.2 -0.3 0.3
C -13.55564 0.79489 23.48589 -1.1 0.5 0.5
O -12.23008 0.78609 23.98434 -1.1 -3.5 0.6
C -11.70631 1.92249 23.80033 5.4 2.3 0.1
O -10.50307 2.13720 23.95732 -2.0 -0.2 -0.3
O -12.55875 2.82959 23.40262 -0.5 1.7 -0.9
H -14.27033 2.61368 24.45278 -0.1 -0.1 0.1
H -14.56068 2.58937 22.73242 0.6 0.2 -0.3
H -13.56869 0.37409 22.48048 -0.2 -0.2 0.2
H -14.20411 0.32149 24.22309 0.1 -0.5 -0.5
C -5.25789 -0.09824 20.09767 0.7 -0.1 0.7
C -4.61890 0.89669 19.17116 -0.5 0.3 -0.4
O -4.74803 0.17162 17.88855 0.6 2.8 -0.3
C -4.85309 -1.09769 18.12400 1.0 -3.9 -3.9
O -4.71077 -2.01320 17.24970 -0.9 3.3 3.2
O -5.06530 -1.29972 19.38814 -0.7 -2.3 1.3
H -6.32137 0.05623 20.28002 0.0 0.0 0.0
H -4.70059 -0.23872 21.02385 -0.4 0.4 0.1
H -3.57928 1.11147 19.41847 0.1 -0.4 -0.3
H -5.15508 1.84554 19.15385 0.0 -0.2 -0.5
C -5.85594 6.50767 18.25369 -0.1 3.7 1.1
C -5.14596 5.80422 19.36754 -0.5 0.4 0.4
O -5.03468 4.51668 18.80418 0.5 -1.3 0.1
C -5.88638 4.39300 17.76940 -1.6 -3.3 -1.1
O -6.25035 3.34396 17.24751 1.4 2.2 1.3
O -6.40898 5.56546 17.44429 -0.1 -1.1 -1.4
H -5.17016 7.19462 17.75781 -0.1 -0.1 -0.6
H -6.70190 7.07218 18.64583 0.3 0.4 0.0
H -5.80263 5.83768 20.23688 0.2 -0.6 0.3
H -4.17749 6.22786 19.63341 0.0 -0.2 -0.2
C -0.88330 -2.61467 21.26984 -1.2 -0.7 3.1
C -2.24071 -1.89157 21.18473 0.8 -0.8 1.2
O -1.90631 -0.68380 20.52881 0.7 0.0 -1.6
C -0.66699 -0.83289 19.93716 1.0 1.3 0.7
O -0.11300 -0.00643 19.25163 -1.2 -1.3 0.7
O -0.04234 -1.93117 20.45333 0.6 1.3 -3.3
H -1.05450 -3.67971 21.11341 0.6 0.0 -0.7
H -0.38964 -2.50163 22.23504 -0.6 -0.3 0.5
H -2.59109 -1.63234 22.18380 -0.3 -0.3 -0.2
H -2.91025 -2.57241 20.65911 -0.5 0.8 -0.3
C -8.47254 -3.79683 25.48737 0.9 -1.1 0.7
C -8.72867 -2.34358 25.57028 -1.4 0.3 0.9
O -8.07523 -1.71430 24.44716 0.1 -1.5 0.2
C -7.32306 -2.71882 23.86441 1.0 -0.3 -3.4
O -6.74622 -2.65916 22.76486 -1.8 0.5 3.9
O -7.39177 -3.85254 24.59075 0.7 -0.2 -0.9
H -9.30995 -4.42342 25.18040 0.1 0.1 -0.6
H -8.17469 -4.17405 26.46567 0.3 -0.2 -0.1
H -8.37925 -2.00331 26.54508 0.1 0.7 -0.4
H -9.81814 -2.36409 25.54349 -0.1 1.5 -0.3
C 0.97716 3.29048 19.38527 -0.5 -0.2 -0.2
C -0.06713 3.37406 20.51890 0.9 0.1 -0.2
C -0.85946 4.67920 20.48983 0.3 0.7 0.4
C -0.04371 5.89518 20.52768 2.7 2.7 -0.6
N 0.63911 6.85465 20.47303 -2.1 -2.7 0.3
H 0.58348 3.64870 18.43407 -0.2 0.1 -0.1
H 1.27724 2.26091 19.19020 0.1 0.0 0.3
H 1.85581 3.89304 19.61547 0.0 0.0 0.1
H 0.53497 3.31992 21.42590 -0.4 0.0 0.4
H -0.76703 2.53871 20.53970 0.1 0.0 -0.2
H -1.46939 4.82458 21.38143 -0.6 -0.6 -0.1
H -1.42746 4.78686 19.56577 -0.4 -0.3 0.1
C -8.20167 -4.27779 18.78964 -0.5 0.2 0.9
C -8.50979 -3.17100 19.83155 0.9 0.7 0.7
C -9.63872 -3.47406 20.84948 0.2 -2.1 -0.9
C -9.49687 -4.81572 21.51639 0.8 -2.3 1.5
N -9.37859 -5.85725 22.06256 -0.5 3.3 -1.7
H -7.22975 -4.26644 18.29633 0.1 0.6 0.2
H -8.97204 -4.22395 18.02041 -0.1 -0.3 0.0
H -8.23838 -5.23917 19.30200 -0.2 -0.2 -0.1
H -8.73519 -2.22326 19.34259 -0.6 -0.1 -0.3
H -7.69546 -2.83363 20.47275 0.7 -0.7 -0.2
H -10.52747 -3.65096 20.24374 -0.6 0.7 0.3
H -9.70695 -2.74763 21.65926 -0.3 0.3 -0.4
C -8.11826 0.34797 17.49628 0.5 0.3 -1.2
C -8.15872 -0.13912 16.00314 0.7 0.0 2.1
C -8.63926 -1.57728 15.87623 -0.9 0.9 -2.1
C -9.90097 -1.81472 16.54023 -1.5 -1.2 2.4
N -10.85522 -2.03803 17.17574 1.6 0.6 -1.3
H -7.64677 -0.35239 18.18568 0.1 -0.2 -0.2
H -9.11324 0.57702 17.87792 0.1 -0.1 -0.1
H -7.52843 1.26389 17.46026 -0.1 0.1 0.4
H -7.15482 -0.21841 15.58602 0.1 0.7 0.1
H -8.72843 0.60345 15.44446 -0.1 -0.3 -0.2
H -7.82222 -2.29330 15.96490 -0.4 -0.2 0.7
H -8.94453 -1.60521 14.83023 0.2 -0.5 -0.4
O -11.14739 5.34323 17.78283 0.3 -1.1 1.6
P -11.22012 4.61260 19.09303 0.6 0.0 1.5
N -11.04991 2.92579 19.03492 -0.3 0.8 -1.4
C -11.45488 2.18870 17.78885 0.7 0.8 1.2
C -10.69175 2.09015 20.13884 0.6 -0.9 0.4
N -12.71322 4.87003 19.89253 0.1 -0.9 0.4
C -13.79038 3.88007 19.81020 -0.4 0.1 -0.9
C -13.23626 6.24178 20.04969 1.3 -0.6 -0.1
N -9.98190 5.00248 20.28553 -0.8 -0.3 -0.7
C -8.56029 5.10520 19.77671 -2.0 0.7 0.4
C -10.17710 5.20845 21.77397 1.1 0.5 -1.3
H -10.96231 1.21654 17.76905 -0.3 -0.1 0.3
H -11.03005 2.72680 16.94147 -0.6 0.1 -0.1
H -12.53949 2.08225 17.80866 0.0 -0.1 -0.6
H -11.46028 1.39035 20.46708 -0.8 0.2 0.1
H -10.30473 2.57498 21.03509 -0.2 0.5 -0.3
H -9.92368 1.38023 19.83196 0.5 0.1 -0.2
H -13.52727 2.82242 19.82628 0.6 0.2 0.4
H -14.57297 4.08067 20.54192 0.3 0.0 0.5
H -14.34880 3.96940 18.87838 0.0 0.2 -0.5
H -14.23858 6.24249 20.47801 0.0 -0.1 -0.2
H -12.57010 6.71371 20.77192 -0.1 0.5 -0.1
H -13.18028 6.73658 19.08008 -0.3 0.4 0.1
H -8.54893 5.49757 18.75984 -0.3 -0.4 -0.2
H -8.11645 5.91881 20.35042 0.5 -0.4 0.4
H -8.05137 4.14240 19.82267 0.3 0.1 0.2
H -10.98488 4.64636 22.24264 -0.2 0.4 -0.4
H -10.13716 6.28327 21.95077 -1.1 0.3 0.2
H -9.27975 4.98390 22.35054 0.3 -0.9 -0.4
O -8.01140 4.87642 29.10865 -1.9 -0.7 -2.2
P -8.73052 4.33552 27.88423 -0.2 -1.1 0.0
N -10.06011 3.23312 28.25570 2.9 1.8 0.5
C -10.94229 2.70200 27.23903 -0.2 -0.2 1.0
C -10.25354 2.80635 29.63894 -0.7 0.3 -0.2
N -7.72208 3.33719 26.87682 -0.4 0.3 0.6
C -6.59682 3.91463 26.12860 -0.1 -0.5 0.0
C -7.36341 2.00614 27.46815 -0.2 1.6 0.3
N -9.43183 5.43848 26.77531 0.8 0.1 1.1
C -10.17826 6.58804 27.28750 0.8 -0.1 0.5
C -9.70510 5.10255 25.40010 -0.1 -1.0 0.1
H -11.67439 3.42593 26.88118 0.5 0.5 -0.8
H -11.66974 2.02791 27.69128 0.4 -0.6 0.4
H -10.33970 2.15896 26.51096 -0.5 0.2 -0.5
H -11.16547 3.32673 29.93170 -0.5 -0.7 0.6
H -9.52989 3.10426 30.39767 0.5 0.3 -0.7
H -10.30213 1.71798 29.67322 -0.4 -0.1 0.2
H -5.59844 3.76743 26.54052 0.0 -0.1 0.9
H -6.52789 3.31634 25.22008 -0.1 0.6 -0.6
H -6.68028 4.99207 25.98631 -0.4 -0.1 -0.4
H -6.66047 1.45725 26.84149 -0.5 0.0 -0.4
H -6.80607 2.20625 28.38326 0.0 -0.3 0.4
H -8.29168 1.48000 27.69082 0.3 -0.3 -0.1
H -10.55277 7.22489 26.48609 -0.1 -0.4 -0.2
H -10.99015 6.22447 27.91738 -0.2 0.4 0.2
H -9.50030 7.24553 27.83172 -0.2 -0.1 0.5
H -8.81210 5.29706 24.80612 -0.2 -0.2 -0.5
H -10.56340 5.65881 25.02328 0.2 0.3 0.0
H -10.04914 4.06874 25.36907 0.5 -0.1 -0.7
O -15.64314 -5.40273 22.76656 1.0 1.4 0.5
P -14.26726 -4.83707 22.93165 0.8 -1.1 -0.7
N -14.07297 -3.15668 22.55096 1.3 -1.6 -0.3
C -12.66712 -2.59050 22.39486 -1.4 -0.4 -0.6
C -15.20862 -2.23107 22.39836 1.2 -0.3 0.0
N -13.11681 -5.71674 21.94276 -0.2 2.7 0.8
C -12.57790 -6.96145 22.37723 0.0 -1.6 0.0
C -13.18308 -5.57518 20.50374 -0.4 1.0 -0.5
N -13.61792 -5.04612 24.50140 -2.1 -0.6 -2.1
C -12.24462 -4.69457 24.71128 -0.5 -0.6 1.7
C -14.58508 -4.86470 25.62885 0.8 -0.1 -1.0
H -12.45404 -2.46250 21.33358 -0.2 0.5 -0.2
H -11.83479 -3.22885 22.69121 -0.6 -0.3 0.5
H -12.59292 -1.63859 22.92066 0.1 0.0 0.0
H -16.10330 -2.74793 22.05122 0.0 -0.1 0.6
H -15.01425 -1.47491 21.63773 0.3 0.0 -0.3
H -15.27868 -1.69786 23.34645 -0.9 0.1 0.0
H -11.97912 -7.44681 21.60652 0.1 0.5 -0.4
H -11.88078 -6.93400 23.21471 -0.4 0.2 0.3
H -13.38490 -7.68146 22.51303 0.0 -0.2 0.7
H -12.26620 -5.90493 20.01518 -0.1 -0.6 0.2
H -14.09021 -5.99814 20.07207 0.1 -0.6 -0.1
H -13.23684 -4.53991 20.16696 -0.1 0.4 0.5
H -12.21012 -3.64214 24.99289 0.8 0.3 -0.1
H -12.05597 -5.33169 25.57533 1.0 0.4 0.4
H -11.54074 -5.01914 23.94491 -0.4 0.4 -0.3
H -14.98707 -3.85170 25.61044 -0.1 0.2 0.2
H -14.07588 -5.04106 26.57633 0.1 0.0 -0.1
H -15.40056 -5.58120 25.53024 0.1 0.1 -0.1
O -1.91248 -2.53987 24.43631 -0.4 -1.7 -1.5
P -1.77622 -1.54730 25.46916 0.6 4.4 3.7
N -1.50241 -2.18348 27.06324 0.4 1.7 -1.3
C -1.64276 -3.59712 27.31993 0.9 0.0 0.4
C -0.80743 -1.31013 28.08138 -1.2 -0.2 -1.1
N -3.17916 -0.52282 25.68145 -0.5 -0.1 -0.7
C -3.64090 0.23738 26.87814 0.9 -0.5 -0.4
C -4.08092 -0.24620 24.50924 0.7 -1.3 0.0
N -0.46612 -0.39024 25.19752 -1.0 -1.0 0.3
C 0.91492 -0.82503 24.86806 -1.3 0.7 0.0
C -0.68745 1.01092 24.75244 -1.3 -1.4 0.0
H -0.70899 -4.11644 27.10434 0.1 -0.4 -0.3
H -2.45119 -4.06572 26.75874 0.0 0.2 0.1
H -1.74747 -3.70647 28.39937 -0.6 -0.2 0.0
H -1.46288 -0.44271 28.15923 0.5 0.3 0.2
H 0.19870 -1.01138 27.78718 -0.1 -0.1 -0.1
H -0.77506 -1.73922 29.08284 -0.1 -0.5 -0.2
H -3.85078 -0.32505 27.78793 0.5 -0.6 0.0
H -2.87596 0.98799 27.07698 -0.4 0.4 0.4
H -4.61709 0.68144 26.68332 0.3 0.3 -0.4
H -4.72658 0.63029 24.56395 0.6 0.2 0.7
H -3.52140 -0.14269 23.57955 0.1 0.0 0.0
H -4.76128 -1.08919 24.38852 -0.1 -0.1 -0.2
H 1.02196 -1.90421 24.75848 0.0 0.1 0.3
H 1.14871 -0.34919 23.91568 0.3 -0.2 -0.2
H 1.55030 -0.36222 25.62318 0.5 -0.5 0.0
H -1.60907 1.34122 25.23162 0.4 0.6 0.2
H -0.93254 1.02444 23.69044 0.3 0.1 -0.4
H 0.18513 1.64442 24.91168 -0.2 -0.1 0.4
```
Positions in Å, forces in eV/Å.

Properties
ΔE to the lowest compared entry with this formula, charge and spin   0.00 kcal/mol
Maximum force   5.88 eV/A
E_LUMO   -0.31 eV
Total charge   0
HOMO   -8.37 eV
Gap between HOMO and LUMO   8.061 eV
Molecular weight   1628.6 g/mol
E_tot   -6654.703024 Ha

***

No. 2
Below is C22H54N2O8Si2 as an isolated structure at a distorted geometry, with properties calculated with ωB97M-V/def2-TZVPD.

The geometry in XYZ format:
```
88
Properties=species:S:1:pos:R:3:forces:R:3
C -5.69866 -3.24506 -3.39627 0.1 -0.1 0.4
C -5.71799 -3.02018 -1.89262 0.1 0.3 -0.4
O -4.84600 -3.94077 -1.27161 -0.1 -0.1 0.0
C -5.19854 -4.33832 0.03734 0.2 -0.3 0.3
C -4.17797 -3.92636 1.09496 -0.3 0.4 0.0
C -3.65892 -2.48570 0.97045 0.3 0.0 0.3
C -2.13060 -2.40967 0.95852 -0.3 0.1 -0.6
C -1.46487 -3.01596 -0.28876 0.6 0.3 0.6
Si 0.39135 -2.79899 -0.14460 0.2 0.0 -0.5
O 0.86549 -1.20122 0.01315 -0.2 -0.5 0.7
Si 1.03715 -0.51937 1.53457 -0.4 0.4 -0.3
C 0.00569 1.04716 1.50325 0.1 0.2 -0.3
C 0.20471 1.83708 0.20138 0.1 0.2 0.2
C 1.47812 2.66620 0.25113 0.8 0.0 0.7
O 2.27925 2.64903 1.16222 -0.9 0.1 -1.0
O 1.68764 3.48593 -0.81317 0.1 -0.2 0.3
H -6.20537 -2.41990 -3.89141 0.0 0.0 -0.1
H -6.18836 -4.17844 -3.66285 -0.1 -0.1 0.0
H -4.66283 -3.30439 -3.72373 0.0 0.1 -0.2
H -6.73495 -3.10553 -1.50626 -0.1 -0.2 0.1
H -5.39378 -1.98981 -1.69575 0.0 0.0 0.1
H -6.18017 -3.95860 0.32237 -0.1 0.2 -0.2
H -5.27234 -5.42993 0.04358 -0.1 0.0 0.0
H -3.34508 -4.62690 1.11617 0.1 -0.1 -0.1
H -4.69765 -4.01241 2.05096 0.1 -0.2 0.1
H -4.03635 -1.97757 0.08483 -0.1 -0.1 -0.2
H -4.00280 -1.90074 1.82588 -0.1 0.0 0.0
H -1.74257 -2.89926 1.85221 0.1 0.1 0.1
H -1.85916 -1.35195 0.97182 0.1 0.0 0.3
H -1.63316 -4.09129 -0.35489 -0.2 -0.1 -0.2
H -1.81418 -2.52404 -1.19510 -0.2 -0.1 -0.1
H 0.86388 -3.55900 1.03457 0.0 0.0 0.1
H 1.09359 -3.32394 -1.33766 -0.1 0.0 0.0
H 0.44168 -1.45145 2.51421 0.2 0.0 0.1
H 2.44893 -0.22646 1.82352 0.1 -0.1 0.0
H -1.04782 0.80138 1.62979 -0.1 -0.1 -0.1
H 0.26653 1.70750 2.32958 0.1 -0.1 0.2
H -0.62333 2.52401 0.00925 -0.1 0.1 0.1
H 0.24532 1.18641 -0.67587 0.1 -0.1 0.0
H 1.01811 3.32440 -1.48394 -0.2 0.0 -0.1
C 6.36617 3.45182 5.75901 0.0 0.0 -0.1
O 6.53253 2.28352 4.98264 -0.1 0.1 0.1
C 7.10694 1.18637 5.67816 0.1 -0.1 -0.1
C 6.10427 0.06868 5.85754 -0.2 0.1 0.0
N 5.05755 0.44170 6.79937 0.0 0.0 -0.1
C 3.94565 -0.49945 6.87840 0.0 0.1 0.1
C 3.08446 -0.70192 5.63712 -0.1 -0.2 0.0
O 2.31879 0.42851 5.27320 0.0 0.0 -0.1
C 2.97248 1.37530 4.44254 -0.2 0.1 0.1
H 6.04932 4.24494 5.08463 0.0 0.0 0.0
H 5.60284 3.32754 6.53531 0.0 0.0 0.0
H 7.30632 3.75008 6.23308 0.0 0.0 0.0
H 7.51010 1.50499 6.64362 -0.1 0.0 0.1
H 7.93829 0.81546 5.07176 0.0 0.0 0.0
H 6.62432 -0.81385 6.24214 0.0 0.0 0.0
H 5.70924 -0.18044 4.86290 0.1 -0.1 0.0
H 4.69576 1.35103 6.54529 0.0 0.0 0.0
H 3.28702 -0.15844 7.68075 0.0 0.0 0.0
H 4.34104 -1.47275 7.18644 0.0 0.0 0.0
H 2.36093 -1.48780 5.87105 0.0 0.0 0.0
H 3.66835 -1.05779 4.77914 0.1 0.1 0.0
H 3.69492 0.89993 3.77539 0.1 0.0 0.0
H 3.46987 2.15470 5.02721 0.1 0.0 0.0
H 2.20902 1.85801 3.83341 0.0 0.0 0.0
C -2.09836 0.16312 -7.97562 0.0 0.0 0.0
O -0.87275 0.47127 -7.34305 -0.2 0.0 0.0
C -0.41561 1.79459 -7.57958 0.2 0.0 -0.1
C -0.44577 2.62811 -6.31866 -0.2 -0.1 0.1
N -1.80820 2.91521 -5.88365 0.2 -0.1 0.1
C -1.88874 3.56484 -4.58034 -0.2 0.0 -0.2
C -1.39202 2.81125 -3.35050 0.2 0.2 0.2
O -2.16195 1.69075 -2.97783 0.1 -0.1 -0.1
C -1.81712 0.48175 -3.63304 -0.1 -0.1 0.1
H -2.27769 -0.90068 -7.83629 0.0 0.0 0.0
H -2.93687 0.71993 -7.54293 0.0 0.0 -0.1
H -2.05318 0.37233 -9.04859 0.0 0.0 0.0
H -1.00151 2.26887 -8.37168 -0.1 0.0 0.0
H 0.62098 1.72672 -7.92169 0.0 0.0 0.0
H 0.06338 3.57521 -6.51949 0.0 0.0 0.0
H 0.13227 2.08991 -5.55451 0.1 0.0 -0.1
H -2.33926 2.05433 -5.86339 0.0 0.0 0.0
H -2.93559 3.82202 -4.40282 0.0 0.0 0.0
H -1.33709 4.50805 -4.64347 0.0 0.0 0.0
H -1.45140 3.51222 -2.51078 -0.1 0.0 0.0
H -0.33433 2.52643 -3.44734 0.0 -0.1 -0.1
H -0.74936 0.43726 -3.86376 0.0 0.0 0.0
H -2.38875 0.33909 -4.55413 0.1 0.0 -0.1
H -2.06124 -0.33859 -2.95816 0.0 0.0 0.0
```
Positions in Å, forces in eV/Å.

Properties
Maximum force   1.39 eV/A
E_LUMO   0.54 eV
Total charge   0
HOMO   -8.49 eV
Gap between HOMO and LUMO   9.029 eV
Molecular weight   530.9 g/mol
E_tot   -2161.029453 Ha

***

> Which of these has the lowest HOMO?

C22H54N2O8Si2

***

> The lowest HOMO belongs to which entry?

C22H54N2O8Si2